DFT (ωB97M-V/def2-TZVPD) results for a molecular structure, C51H62Cl2N3O6P2SSi2Tl in a non-equilibrium geometry.

Structure (XYZ):
```
130
Properties=species:S:1:pos:R:3:mulliken_charge:R:1
H 11.95001 16.09383 11.33622 0.4029
C 15.62004 10.57746 8.87412 -0.8512
H 15.70838 9.81192 9.70152 0.0998
H 11.98402 10.59246 20.22878 0.3225
O 15.39997 9.16190 12.29492 -0.7349
C 13.50770 14.82248 10.60120 -0.5396
H 15.49465 13.67038 8.04935 0.2750
C 20.14458 11.37333 13.24715 -0.1787
H 21.88507 9.98694 10.68737 0.2658
H 18.62195 13.56977 10.36496 -0.1752
H 10.87356 9.05227 11.30131 0.3183
C 12.20199 11.63641 19.94590 -0.7583
H 19.23686 11.94138 9.28992 0.1921
H 7.19973 6.37032 13.53228 0.2007
Si 16.84239 11.85098 9.30960 -0.0504
C 15.05070 7.58862 16.03962 -0.9681
N 16.89052 9.54493 14.86708 0.1294
H 9.74129 7.66757 17.74286 0.3194
Cl 11.63452 10.89756 17.42086 -0.0457
H 11.05980 9.20712 14.63035 0.2043
H 17.07356 13.29056 7.26309 0.4560
O 7.55854 9.93903 13.13723 -0.6032
C 13.37930 15.36659 12.86081 -0.7134
C 10.10175 8.37328 11.79318 -0.0306
H 17.51290 14.92381 14.23610 0.8381
C 12.48344 12.59531 20.89051 -0.2634
H 18.63927 11.12512 7.77233 0.4594
H 19.12937 16.54862 14.22719 0.4839
H 18.60800 13.33378 18.71210 0.3889
C 7.45883 13.31706 11.87823 -0.5311
C 9.80795 8.52055 13.14196 -0.4321
O 10.47269 7.74060 18.37494 -0.6438
C 16.56631 12.03744 13.76638 -0.3465
H 20.56670 12.10553 19.19199 0.3453
H 16.64660 8.26294 18.63305 0.3721
H 20.51578 15.20894 10.41045 0.4265
H 17.37004 13.04714 16.58018 0.8330
C 20.40701 10.79885 17.44552 -0.6485
H 9.50552 7.29396 10.00253 0.3671
H 17.08535 14.27832 8.70772 0.2768
Tl 14.44108 11.11017 15.00739 1.1255
C 20.01721 9.28150 11.44106 -0.8937
H 12.53139 12.24023 21.93457 0.2714
H 18.04357 8.81274 12.32086 0.1844
C 14.54100 14.59646 13.11381 -0.0390
C 10.20954 10.85851 13.91618 0.0046
C 9.54788 12.96125 13.05512 -1.5381
H 14.86624 14.50308 14.14286 0.8218
C 14.58939 14.00043 10.84470 -0.1974
H 6.74953 8.96013 14.76790 0.3048
H 15.88206 13.89122 15.78416 -0.6131
C 18.88823 12.59791 17.95484 -0.6198
C 15.15613 13.88196 12.11865 0.2877
P 16.63433 12.84416 12.28086 1.3485
C 12.29621 12.00998 18.57528 0.3609
H 14.63516 7.63447 15.05678 0.2503
H 20.05226 9.82615 15.69664 0.4396
H 20.84266 16.63247 12.34542 0.2493
H 15.96392 9.78588 18.11387 0.0961
C 16.76045 9.05084 17.83866 -0.6714
H 17.73736 6.34570 17.06206 0.2538
H 15.04957 13.46088 10.03371 -0.4413
C 17.89622 6.88942 16.07297 -1.2031
C 17.90399 14.12468 12.27407 0.3219
H 7.83882 5.92912 11.07980 0.3307
C 18.58125 11.34126 15.92075 0.2206
H 14.27473 8.13741 16.59288 0.1583
C 16.56823 13.40734 8.22738 -1.0685
C 21.12318 11.21764 12.28128 -0.7583
N 10.41112 9.50659 13.93596 0.6725
C 19.06388 15.92984 13.35383 -0.8700
H 15.94440 9.13141 13.09632 0.1304
H 15.66147 10.11096 7.90198 0.5128
H 12.81002 11.56898 10.95234 0.1917
H 13.27122 14.92274 9.50970 0.2676
H 6.84663 14.04498 11.29848 0.2875
H 15.11303 6.54671 16.31911 0.3921
C 19.78172 15.19870 11.17506 -0.8698
C 12.83086 13.88844 20.52159 -0.8775
H 17.53088 6.23740 15.27741 0.3344
P 17.61623 10.89880 14.38915 0.7527
C 18.04557 14.99117 13.34743 -0.5932
O 12.43304 10.81134 11.45234 -0.4589
C 21.09464 10.12680 11.44852 -0.4386
H 6.52655 7.17862 15.19174 0.3483
C 8.69250 13.81292 12.40777 -0.3617
H 18.96450 6.97656 15.85114 0.3262
Cl 13.66403 15.70549 18.93753 -0.2688
C 18.99266 10.59465 13.21403 0.1982
C 8.73680 7.77659 13.72377 1.2386
H 15.32352 14.95225 16.57118 0.4490
C 18.14447 12.36083 16.79174 -1.2000
C 12.82880 15.48481 11.56460 -0.7582
C 12.81782 13.24725 18.07571 -0.7036
H 20.24626 12.09557 14.05216 0.3958
H 21.93165 11.91056 12.23046 0.4483
H 8.94720 14.88005 12.27107 0.3595
Si 16.71586 8.42371 16.09860 -0.3265
C 19.67086 10.58370 16.33161 -0.4137
N 16.84282 12.07862 10.96681 0.5053
H 17.71794 9.51933 18.07905 0.2095
H 14.57015 10.94689 8.97982 0.1586
H 12.83698 15.86745 13.69088 0.3573
O 16.21306 14.68840 16.22082 -0.6063
C 8.04086 6.83774 13.03957 -0.5289
C 7.08685 8.10491 15.33497 -0.8733
C 9.27663 11.51386 13.12470 0.5655
H 18.76023 10.23275 9.30915 0.1328
S 13.04594 13.68861 16.43961 0.1137
C 18.94029 9.50480 12.34412 0.2476
C 7.99253 11.07291 12.76615 0.5128
C 7.10587 12.04092 12.16138 -0.5353
H 10.94009 8.51023 18.08510 0.3200
C 19.93563 15.98571 12.33464 -0.5082
C 18.51212 11.22783 8.84921 -1.0107
C 8.38698 6.59900 11.73762 -0.5930
C 9.32660 7.41583 11.07702 -0.7959
C 13.05974 14.11819 19.19882 0.6341
H 15.90125 9.79478 11.72444 0.1627
H 19.99890 8.39080 10.86780 0.4648
H 6.16523 11.56930 11.92183 0.3911
C 20.01103 11.83183 18.30094 -0.6116
O 8.46793 7.99268 15.04486 -0.3295
H 21.16142 10.10319 17.75027 0.3774
H 10.96360 11.38135 14.51029 0.2356
H 12.95733 14.74867 21.19646 0.3420
H 13.32689 10.43944 11.55124 0.2530
C 18.83522 14.22102 11.20865 -0.0853
H 10.51810 13.30170 13.33388 0.6250
H 7.08245 8.40591 16.38799 0.2550
```

- 2S+1: 1
- Net charge: -2
- Lowest unoccupied orbital energy (spin up / spin down): 0.1345 / 0.1345 Eh
- Frontier orbital gap (spin up / spin down): 6.02 / 6.02 eV
- Total energy: -145558.2932 eV